#P
Below is a cluster of 15 separate species, C5H41NO15 in total, with properties calculated with the ωB97M-V functional and the def2-TZVPD basis.

The calculation puts the LUMO energy at -0.2447 eV. Its multiplicity is 1. The calculation puts the highest occupied orbital energy at -9.04 eV. The frontier orbital gap is 8.796 eV.

Cartesian coordinates (Å):
O: -2.12 2.55 -1.16
O: -3.21 0.74 3.57
O: 2.75 -2.81 0.30
O: 0.15 -1.13 -3.42
O: 1.40 -1.85 2.48
O: 2.10 2.42 0.68
O: 0.89 2.22 -4.06
O: 4.13 -0.62 -0.28
O: 0.97 -2.87 -1.55
O: -0.85 -0.54 4.68
O: -0.74 -2.94 3.44
O: 3.13 -1.41 -3.15
O: -1.30 0.95 -3.59
O: -3.34 2.54 1.26
O: 0.45 3.74 -1.89
N: 0.66 1.15 2.06
C: -0.54 0.83 1.29
C: -1.64 -0.85 -0.41
C: -2.83 -1.52 0.29
C: 2.00 1.15 1.29
C: -0.51 -0.51 0.56
H: 2.41 -2.75 1.20
H: 2.85 1.06 2.01
H: 1.48 -3.40 -2.15
H: 1.15 -1.08 1.99
H: -1.70 3.32 -1.73
H: -0.71 1.59 0.42
H: -1.83 -0.03 -1.12
H: 0.67 1.81 2.82
H: -0.70 -2.10 4.06
H: 1.60 -2.60 -0.78
H: 0.05 2.27 -4.45
H: 0.38 -0.59 -0.13
H: 2.01 0.45 0.44
H: -0.01 -0.24 4.29
H: -0.38 -1.39 1.15
H: -3.63 1.41 3.01
H: -1.87 1.87 -1.83
H: -2.65 -2.08 1.18
H: 0.25 -1.86 -2.65
H: 3.58 -2.32 0.46
H: 3.81 0.22 -0.59
H: -3.59 -0.71 0.51
H: -3.40 0.06 2.91
H: 2.01 3.13 1.35
H: 0.56 -2.20 2.82
H: -1.70 -0.05 4.41
H: 0.86 3.61 -0.97
H: -3.47 2.61 0.31
H: 1.56 1.64 -4.45
H: -1.42 -2.66 2.82
H: 1.08 3.12 -2.40
H: -1.37 0.98 1.91
H: -1.15 -1.41 -1.30
H: -1.61 0.62 -4.48
H: 0.23 -1.59 -4.17
H: -0.39 0.50 -3.38
H: 2.33 -1.25 -2.58
H: -2.48 2.91 1.39
H: 3.80 -1.28 -0.98
H: 3.29 -0.54 -3.55
H: -3.45 -2.27 -0.16


#Q
Below is a cluster of 15 separate species, C5H41NO15 in total, with properties calculated with the ωB97M-V functional and the def2-TZVPD basis.

The calculation puts the LUMO energy at -0.1170 eV. Its multiplicity is 1. The calculation puts the highest occupied orbital energy at -8.96 eV. The frontier orbital gap is 8.846 eV.

Cartesian coordinates (Å):
O: -2.85 3.12 1.58
O: -0.30 0.63 -3.71
O: -2.03 0.36 2.33
O: -1.83 1.57 -1.43
O: 2.23 -1.35 3.30
O: 0.61 4.25 2.63
O: -2.10 4.28 -1.80
O: -4.44 0.08 1.87
O: 3.95 -2.70 0.69
O: 0.59 -2.80 1.80
O: 3.39 1.15 3.31
O: -1.74 -4.30 2.00
O: -1.12 -1.18 -0.64
O: -4.20 -0.17 -0.96
O: 0.18 1.60 1.33
N: 1.54 -0.97 -2.14
C: 2.63 -1.53 -2.87
C: 1.70 0.07 -1.07
C: 0.78 -2.11 -1.53
C: 2.74 1.15 -1.63
C: -0.73 -2.09 -1.89
H: 0.98 -2.19 2.57
H: 2.21 -0.46 -0.26
H: -3.60 0.64 -1.02
H: -0.14 4.71 2.24
H: 2.36 -2.16 -3.80
H: -0.41 0.90 1.59
H: -2.54 3.47 -1.67
H: -4.86 0.90 1.32
H: -1.32 -3.02 -1.84
H: -2.89 0.14 1.97
H: -2.39 2.39 1.96
H: 2.38 1.60 -2.54
H: -1.60 1.04 -2.18
H: 3.17 -2.82 1.22
H: 2.69 -1.70 4.08
H: 3.06 1.98 -0.96
H: -1.39 2.35 -1.56
H: -0.38 1.00 -4.60
H: 3.31 -2.15 -2.25
H: -4.52 -0.51 -1.81
H: -4.63 -0.68 1.42
H: 0.43 3.38 2.28
H: 2.50 1.49 3.09
H: 0.71 0.67 -0.98
H: 1.29 -3.07 -1.88
H: 0.22 -2.07 1.13
H: -2.14 4.44 -0.81
H: -1.02 -3.82 2.12
H: 0.64 0.44 -3.46
H: 4.20 -1.81 0.67
H: -2.09 -0.91 -0.60
H: 0.94 -2.20 -0.34
H: 3.67 0.55 -1.85
H: -0.07 1.82 0.38
H: -1.75 -4.69 1.10
H: -0.78 -1.55 -2.77
H: -3.72 2.89 1.52
H: -1.67 -0.51 2.64
H: 3.38 -0.87 -3.32
H: 2.98 -0.64 3.14
H: 3.82 1.96 2.87


Quick one: least stable of them? #Q


#P
Below is a cluster of 3 separate species, C5H17N3 in total, with properties calculated with the ωB97M-V functional and the def2-TZVPD basis.

The calculation puts the LUMO energy (alpha / beta) at 0.0785 / 0.0768 eV. Its multiplicity is 1. The calculation puts the highest occupied orbital energy (alpha / beta) at -5.66 / -5.66 eV. The frontier orbital gap (alpha / beta) is 5.741 / 5.738 eV.

Cartesian coordinates (Å):
N: 1.23 -0.85 -1.28
N: 1.33 1.81 -0.85
N: -0.41 2.44 0.66
C: -1.62 -0.64 0.58
C: -2.23 -0.61 -0.82
C: 1.51 -1.68 1.00
C: 0.55 1.39 0.35
C: 0.73 -1.53 -0.26
H: -1.94 -1.48 -1.41
H: -0.09 3.16 1.29
H: -1.31 2.09 0.95
H: 1.75 -0.70 1.41
H: 0.11 -2.37 -0.55
H: -0.58 0.09 0.54
H: 1.91 -0.08 -1.09
H: -3.32 -0.60 -0.81
H: 2.46 -2.19 0.81
H: 1.30 1.40 1.16
H: 0.72 -0.85 -2.15
H: -1.60 -1.65 0.99
H: -2.17 0.01 1.27
H: 0.94 -2.24 1.74
H: 0.66 2.19 -1.51
H: 1.97 2.58 -0.66
H: -1.89 0.29 -1.35


#Q
Below is a cluster of 2 separate species, C5H17N3 in total, with properties calculated with the ωB97M-V functional and the def2-TZVPD basis.

The calculation puts the LUMO energy at 1.0372 eV. The SMILES is CCC(N)N.CNC. Its multiplicity is 1. The calculation puts the highest occupied orbital energy at -8.68 eV. The frontier orbital gap is 9.722 eV.

Cartesian coordinates (Å):
N: 0.83 1.43 1.34
N: 0.89 -1.62 -0.74
N: 0.81 2.15 -0.94
C: 0.11 1.38 0.09
C: 1.09 -2.29 0.54
C: -1.34 1.83 0.32
C: -2.09 0.84 1.20
C: 0.29 -2.48 -1.74
H: 0.89 2.39 1.67
H: 0.19 -1.92 -2.67
H: 0.87 -3.39 -1.94
H: 0.12 0.33 -0.24
H: -3.10 1.20 1.40
H: 0.12 -2.61 0.92
H: 1.52 -1.58 1.24
H: -2.15 -0.13 0.71
H: -1.57 0.72 2.14
H: 1.78 -1.27 -1.07
H: 1.78 1.11 1.19
H: -0.70 -2.77 -1.40
H: -1.84 1.91 -0.65
H: 0.41 1.96 -1.85
H: 0.71 3.14 -0.76
H: 1.74 -3.18 0.47
H: -1.34 2.82 0.78


Quick one: least stable of them? #P


#P
Below is a structure of composition C37H48GeN9O5STeTl, with properties calculated with the ωB97M-V functional and the def2-TZVPD basis.

Its net charge is +2. The calculation puts the LUMO energy at -5.9578 eV. Its multiplicity is 1. The calculation puts the highest occupied orbital energy at -11.98 eV. The frontier orbital gap is 6.027 eV.

Cartesian coordinates (Å):
Tl: -1.79 0.19 -0.53
Te: 2.15 0.18 0.17
Ge: -1.08 1.22 -2.91
S: -1.42 0.40 3.51
O: -2.97 -2.17 -2.01
O: -0.96 -0.78 4.17
O: -2.84 0.62 3.42
O: 0.76 1.60 0.76
O: -4.61 -3.11 -0.99
N: -0.80 0.42 1.94
N: -3.79 1.23 0.91
N: -5.62 -1.85 1.04
N: 0.78 -6.45 1.63
N: -0.72 -1.94 -0.06
N: 1.36 -6.66 -0.51
N: -3.80 -1.11 -0.31
N: -4.76 0.27 1.22
N: -3.80 -2.22 -1.12
C: 0.80 -5.87 0.46
C: 2.17 -9.87 1.88
C: 5.22 2.22 2.43
C: 0.07 1.39 1.84
C: 5.81 3.09 1.52
C: -4.73 -0.96 0.64
C: -0.17 -2.59 -1.09
C: -0.30 -3.85 1.31
C: 1.58 -8.72 2.35
C: 0.25 3.56 5.44
C: -1.22 4.60 -5.01
C: 1.72 -7.84 0.09
C: -4.16 2.74 -3.31
C: 2.54 -10.01 0.53
C: -5.52 3.21 -2.81
C: 1.08 3.99 4.40
C: 4.31 2.26 -0.21
C: 3.74 1.37 0.74
C: -2.72 0.68 -3.83
C: 3.67 0.45 3.16
C: 6.93 3.99 1.92
C: 0.35 -3.86 -0.98
C: 0.50 3.55 -3.45
C: 0.29 -4.53 0.24
C: 2.32 -9.00 -0.39
C: -0.78 -2.58 1.12
C: -0.57 1.84 4.06
C: -0.59 2.46 5.29
C: -4.04 1.23 -3.31
C: 4.20 1.35 2.07
C: 0.24 2.26 3.01
C: 5.33 3.10 0.20
C: -0.47 3.02 -2.38
C: 1.35 -7.69 1.44
C: 3.86 2.33 -1.64
C: 1.09 3.35 3.17
C: -0.11 3.57 -4.85
H: 1.73 3.67 2.37
H: -2.56 0.97 -4.88
H: 2.36 -10.69 2.56
H: -5.59 4.30 -2.78
H: 5.59 2.20 3.45
H: -3.99 3.12 -4.32
H: -5.29 0.40 2.07
H: -4.84 0.81 -3.93
H: 2.85 -0.19 2.84
H: 0.83 4.55 -3.18
H: -5.66 -2.74 0.58
H: -1.60 4.61 -6.04
H: 7.05 4.04 3.00
H: 4.00 1.38 -2.16
H: 2.81 2.59 -1.71
H: -5.71 2.85 -1.79
H: 6.78 5.00 1.53
H: -1.21 -2.04 1.95
H: -0.14 -2.07 -2.04
H: 0.68 3.76 -5.58
H: -1.32 3.68 -2.25
H: -4.22 0.84 -2.30
H: 4.44 3.08 -2.18
H: -3.37 3.18 -2.68
H: 1.40 2.92 -3.45
H: 1.29 -8.61 3.39
H: 7.87 3.63 1.50
H: 2.61 -9.12 -1.43
H: -0.36 -4.33 2.28
H: 3.00 -10.93 0.20
H: 3.33 1.05 4.00
H: -0.86 5.60 -4.78
H: -3.34 1.48 1.79
H: 1.72 4.85 4.56
H: 4.47 -0.19 3.53
H: -2.07 4.39 -4.35
H: 1.48 -6.44 -1.49
H: -4.24 2.04 0.49
H: -0.48 2.57 -5.11
H: -6.33 2.84 -3.44
H: 5.78 3.77 -0.51
H: 0.03 2.90 -1.42
H: -1.21 2.11 6.10
H: 0.27 4.09 6.38
H: 0.11 0.30 -3.19
H: -6.30 -1.61 1.75
H: 0.79 -4.32 -1.86
H: -2.71 -0.41 -3.81


#Q
Below is a structure of composition C37H48GeN9O5STeTl, with properties calculated with the ωB97M-V functional and the def2-TZVPD basis.

Its net charge is +2. The calculation puts the LUMO energy at -7.1786 eV. Its multiplicity is 1. The calculation puts the highest occupied orbital energy at -12.34 eV. The frontier orbital gap is 5.165 eV.

Cartesian coordinates (Å):
Tl: -0.96 -0.92 0.08
Te: -0.95 -3.25 1.53
Ge: 2.93 0.11 0.51
S: 1.10 3.27 -2.66
O: -5.27 -1.38 0.21
O: 1.28 0.32 -0.40
O: 2.30 4.00 -2.91
O: -3.40 -1.83 -0.74
O: -0.17 3.92 -2.67
N: -1.57 0.36 2.76
N: 1.23 2.46 -1.19
N: -3.28 -0.86 1.18
N: -4.57 4.75 -2.38
N: -4.06 -1.36 0.17
N: -4.34 3.79 -4.39
N: -1.85 0.75 -1.05
N: -5.12 -0.17 2.54
N: -2.94 0.29 3.08
C: 1.14 0.71 -2.79
C: 1.02 -0.75 -4.66
C: 0.94 1.65 -5.01
C: 0.93 -4.01 1.67
C: 1.14 -0.58 -3.28
C: -6.45 7.29 -4.30
C: 0.93 -4.58 -0.83
C: -4.07 3.74 -3.05
C: -2.15 0.59 -2.34
C: -5.21 5.52 -3.33
C: 2.83 -1.75 1.10
C: -5.61 5.51 -5.74
C: 1.00 0.96 4.96
C: 1.94 1.82 2.76
C: 1.02 -3.41 4.17
C: 4.16 -2.47 0.90
C: 2.73 -4.81 3.06
C: 5.29 -1.91 1.76
C: -6.30 6.69 -5.57
C: -2.98 2.84 -1.05
C: -5.91 6.72 -3.17
C: 1.23 1.20 -1.40
C: 1.52 -4.66 0.55
C: -5.07 4.94 -4.59
C: 1.78 0.63 3.69
C: 1.04 1.80 -3.65
C: 5.09 -2.11 3.25
C: -2.88 1.52 -3.05
C: 1.56 -4.07 2.93
C: 2.68 -5.38 0.73
C: -3.31 2.68 -2.40
C: 3.30 -5.47 1.97
C: 2.99 1.66 1.67
C: -2.26 1.87 -0.42
C: 4.55 -6.28 2.13
C: 0.92 0.35 -5.51
C: -3.84 -0.26 2.23
H: -1.04 -0.27 3.37
H: 1.02 -1.74 -5.08
H: -3.26 0.65 3.97
H: 3.14 -5.87 -0.12
H: 1.77 -3.39 4.95
H: 0.88 2.51 -5.67
H: 4.33 -7.34 2.00
H: -1.25 1.31 2.92
H: 4.00 1.70 2.08
H: -5.42 0.35 3.35
H: 0.70 -2.38 3.97
H: 0.04 1.43 4.73
H: -6.74 7.18 -6.42
H: 0.44 -3.63 -1.03
H: 5.92 -1.71 3.82
H: 2.05 -2.22 0.48
H: 3.21 -4.88 4.02
H: 0.15 -3.95 4.56
H: 1.28 -0.19 3.15
H: 4.99 -6.15 3.12
H: 4.18 -1.62 3.61
H: -3.09 1.33 -4.09
H: -5.50 5.06 -6.72
H: 1.26 -1.43 -2.62
H: 0.85 0.19 -6.57
H: 1.55 1.67 5.57
H: 2.92 2.50 0.98
H: 4.03 -3.53 1.12
H: -6.99 8.22 -4.22
H: 2.19 2.70 3.36
H: -1.82 -0.32 -2.82
H: -3.29 3.73 -0.53
H: -1.99 1.96 0.62
H: 0.19 -5.37 -0.99
H: 1.72 -4.72 -1.57
H: 6.23 -2.38 1.45
H: -5.81 -0.55 1.90
H: -6.02 7.17 -2.19
H: 2.76 0.24 3.96
H: 2.49 -1.81 2.13
H: 4.45 -2.42 -0.15
H: 5.43 -0.84 1.54
H: 3.94 0.25 -0.63
H: 5.28 -6.01 1.38
H: 5.01 -3.17 3.48
H: -4.03 3.15 -5.11
H: 0.97 2.06 2.30
H: 0.81 0.08 5.57


Quick one: least stable of them? #Q